# 1
14
Properties=species:S:1:pos:R:3 method="wB97M-V/def2-TZVPD" charge=-1
H -0.468 0.893 1.303
H 1.950 -0.621 -0.965
S -2.479 0.993 -0.263
H -0.184 -0.690 1.012
C -1.971 -0.411 -1.315
H 1.508 1.172 -0.388
H -2.903 -0.597 -1.916
C 2.140 0.329 -0.270
C 0.244 0.052 1.690
H -1.945 -1.174 -0.547
H -1.015 -0.415 -1.922
S 2.071 0.048 1.528
H 3.161 0.670 -0.593
H -0.111 -0.249 2.644



# 2
40
Properties=species:S:1:pos:R:3 method="wB97M-V/def2-TZVPD" charge=0
C 3.106 -0.580 -0.537
H -3.967 -0.719 0.952
H -0.260 2.894 -1.763
H 0.577 0.274 1.562
H 1.992 3.611 0.504
C -2.075 0.236 -0.721
H -2.238 4.083 -0.870
C 1.246 -2.076 -0.754
C -3.234 2.282 -0.286
C 2.525 -1.689 -1.126
C -1.024 0.960 -1.272
C 1.495 3.031 1.278
H 2.007 1.466 2.697
C 2.441 0.172 0.449
H -5.739 0.521 -1.222
O -1.277 -3.166 0.661
H -6.136 -0.901 -0.252
C 0.593 -1.338 0.209
H 0.656 2.503 0.832
C -3.196 0.896 -0.211
N -1.938 -1.171 -0.675
C -1.079 2.341 -1.327
H 3.074 -2.238 -1.873
H 1.117 3.711 2.037
H -4.823 -0.967 -1.431
O 3.113 1.220 0.961
C 2.487 2.064 1.914
H -4.878 0.784 1.083
C -2.188 3.005 -0.832
H -4.096 2.803 0.104
S -1.081 -1.749 0.660
C -5.321 -0.336 -0.698
H 3.318 2.619 2.358
H -0.175 0.427 -1.670
C 1.161 -0.235 0.814
C -4.346 0.135 0.385
H 0.759 -2.931 -1.190
O -1.437 -1.007 1.839
Cl 4.688 -0.091 -1.004
H -2.815 -1.670 -0.730



# 3
9
Properties=species:S:1:pos:R:3 method="wB97M-V/def2-TZVPD" spin_multiplicity=5 charge=+3
F 0.533 0.561 -1.964
H 0.952 1.363 -0.134
C -0.989 0.331 -0.189
Rh -0.474 -2.095 1.398
C 0.401 0.584 -0.677
F 1.311 -0.694 -0.120
H -1.766 1.030 -0.537
O -1.118 -0.306 0.866
O 1.152 -0.775 1.358



# 4
12
Properties=species:S:1:pos:R:3 method="wB97M-V/def2-TZVPD" charge=0
C -1.189 1.067 0.128
N 2.236 -0.643 0.070
H 1.460 1.149 -0.233
H -1.095 2.099 0.181
N -1.887 -1.552 0.023
C -0.201 0.013 0.116
H 2.697 -0.618 -0.764
N -2.506 0.558 -0.024
N -2.788 -0.584 -0.170
N 1.163 0.169 -0.329
N -0.656 -1.307 0.050
H 2.766 -0.350 0.951



# 5
22
Properties=species:S:1:pos:R:3 method="wB97M-V/def2-TZVPD" charge=0
H -1.129 -0.266 -0.610
N 2.370 -2.179 -1.178
C 1.014 0.955 0.282
H 1.351 0.983 1.315
H -3.361 0.626 -1.265
H 1.667 -1.771 0.751
H -0.968 1.096 -1.837
H 1.745 1.697 -0.289
N -2.738 1.253 -0.779
O -1.138 -0.841 2.681
H -0.754 1.536 1.260
H 1.316 0.064 -1.761
C 1.619 -1.404 -0.274
H 2.360 -3.204 -1.051
H -0.342 -1.376 2.821
C -0.479 1.490 0.199
H -0.196 2.541 -0.093
H -2.983 1.270 0.211
C 1.307 -0.164 -0.684
H 2.435 -1.881 -2.154
H -1.742 -1.205 3.339
C -1.354 0.779 -0.885



# 6
10
Properties=species:S:1:pos:R:3 method="wB97M-V/def2-TZVPD" charge=0
O -0.173 -2.050 0.000
H -1.077 0.860 -0.090
H -1.489 -1.880 -1.224
C -0.490 1.495 0.540
C -0.553 -1.518 -0.901
C 0.646 0.884 0.877
F -0.112 -0.534 -1.673
H -0.658 2.465 0.776
N 1.685 0.404 0.486
H 2.221 -0.126 1.209



Number 1: calculated total energy -24927.0501 eV, largest force on an atom 2.7 eV Å⁻¹. Number 2: calculated total energy -47874.1703 eV, largest force on an atom 0.9 eV Å⁻¹. Number 3: calculated total energy -14592.6117 eV, largest force on an atom 4.6 eV Å⁻¹. Number 4: calculated total energy -11074.0642 eV, largest force on an atom 8.8 eV Å⁻¹. Number 5: calculated total energy -10437.7032 eV, largest force on an atom 3.7 eV Å⁻¹. Number 6: calculated total energy -9427.8570 eV, largest force on an atom 8.8 eV Å⁻¹.